Record 1
The following is a DFT calculation (the ωB97M-V functional and the def2-TZVPD basis) of C37H31AuN4O2P2 as an isolated structure.

Each line ends with the Mulliken charge.
Geometry (Å):
Au  -0.460  0.569  -1.918  0.286
P  1.341  -0.748  -1.757  1.142
P  -1.154  -0.811  0.929  0.098
O  -2.048  1.996  -1.725  -0.773
O  -2.121  5.392  0.664  -0.497
N  1.370  -1.312  -0.074  0.848
N  0.773  -0.497  0.974  -0.536
N  -0.469  1.917  0.278  1.699
N  -1.101  2.983  0.186  -1.228
C  5.302  -0.111  -2.358  -0.922
C  -2.691  1.648  4.473  -0.553
C  -2.951  0.578  2.339  -0.619
C  2.913  0.013  -2.093  0.870
C  5.345  1.268  -2.531  -0.510
C  -3.162  5.064  -0.122  1.244
C  -1.572  -4.812  1.215  -0.694
C  0.349  -4.511  -2.916  -0.704
C  0.749  1.969  0.926  -1.752
C  1.833  -2.377  -3.912  -0.697
C  -1.008  -2.491  1.573  0.955
C  1.302  -2.323  -2.623  0.669
C  1.612  -3.500  -4.697  -0.721
C  2.468  -2.055  0.392  -0.643
C  -0.386  -2.837  2.777  -0.105
C  -5.293  5.648  -1.085  -0.444
C  -0.826  0.508  3.471  0.168
C  4.180  2.022  -2.502  -0.806
C  3.342  -1.659  1.327  -1.128
C  -1.612  -3.486  0.803  -0.354
C  0.553  -3.389  -2.131  -0.278
C  -1.359  1.250  4.511  -1.051
C  -1.619  0.164  2.375  1.129
C  -3.172  3.849  -0.842  0.115
C  2.743  0.775  1.684  -1.252
C  2.963  1.396  -2.282  -0.416
C  -0.329  -4.160  3.175  -0.988
C  -4.233  5.948  -0.261  -0.879
C  -5.330  4.447  -1.803  -0.843
C  0.868  -4.561  -4.203  -0.610
C  -3.488  1.306  3.392  -0.806
C  4.089  -0.742  -2.143  -0.079
C  1.409  0.823  1.156  1.465
C  -2.117  2.865  -0.846  0.709
C  -4.282  3.578  -1.685  -0.596
C  3.512  -0.318  1.851  -0.466
C  -0.918  -5.148  2.389  -0.572
H  -3.105  2.226  5.287  0.444
H  2.023  -3.544  -5.696  0.434
H  4.077  -2.393  1.629  0.537
H  -6.105  6.356  -1.178  0.416
H  2.552  -3.029  -0.077  0.611
H  2.420  -1.557  -4.306  0.453
H  6.212  -0.693  -2.404  0.443
H  -4.287  2.645  -2.229  0.392
H  4.056  -1.820  -2.046  0.436
H  -4.218  6.882  0.287  0.322
H  0.695  -5.432  -4.821  0.420
H  -2.054  -5.577  0.622  0.491
H  1.222  2.916  1.161  0.419
H  0.153  -3.352  -1.127  0.177
H  0.023  -2.076  3.434  0.265
H  -0.217  -5.347  -2.527  0.494
H  4.443  -0.160  2.381  0.470
H  4.220  3.090  -2.662  0.461
H  -2.138  -3.221  -0.107  0.459
H  -0.878  -6.181  2.708  0.438
H  -2.288  6.258  1.058  0.357
H  -0.740  1.512  5.359  0.457
H  -6.170  4.213  -2.440  0.434
H  2.049  1.978  -2.275  0.179
H  0.216  0.213  3.535  0.236
H  6.296  1.755  -2.704  0.444
H  -4.525  1.611  3.360  0.479
H  0.148  -4.424  4.110  0.475
H  1.040  -1.031  1.813  0.553
H  -3.579  0.328  1.490  0.407
H  3.146  1.725  2.014  0.519

Forces on atoms 1 to 3 (eV/Å):
Au 0.1335 -0.1112 0.1869
P -0.2387 -0.5316 0.1160
P 0.1224 -0.0025 -0.0598

charge = +2
gap between HOMO and LUMO = 6.29 eV
HOMO = -13.6 eV
F_max = 0.99 eV Å⁻¹
LUMO energy = -7.3 eV

Record 2
The following is a DFT calculation (the ωB97M-V functional and the def2-TZVPD basis) of a 3-piece molecular cluster, C2H9NOS overall.

Each line ends with the Mulliken charge.
Geometry (Å):
S  2.157  -0.639  -1.623  -0.351
O  -0.866  1.560  1.718  -0.513
N  -0.933  -1.155  -0.703  -0.564
C  -1.065  0.226  -0.212  -0.183
C  -0.103  0.588  0.905  -0.576
H  0.822  1.031  0.531  0.317
H  -1.542  -1.243  -1.508  0.259
H  -1.045  0.936  -1.059  0.228
H  3.385  -1.038  -1.269  0.161
H  0.017  -1.291  -1.077  0.122
H  -0.276  1.916  2.414  0.294
H  1.455  -0.823  0.103  0.140
H  0.059  -0.324  1.502  0.324
H  -2.065  0.255  0.277  0.342

Forces on atoms 1 to 3 (eV/Å):
S -1.2911 -0.2743 3.6634
O 1.4475 -0.4495 -0.0338
N 0.9400 0.0461 -0.2341

ΔE to the lowest compared entry with this formula, charge and spin = 59.5 kcal per mole
gap between HOMO and LUMO = 8.82 eV
HOMO = -9.5 eV
F_max = 4.37 eV Å⁻¹
LUMO energy = -0.6 eV

Record 3
The following is a DFT calculation (the ωB97M-V functional and the def2-TZVPD basis) of C44H45N4NdO8S2Si2 as an isolated structure.

Each line ends with the Mulliken spin population.
Geometry (Å):
Nd  -0.070  0.363  0.122  3.033
S  1.848  -1.283  1.927  -0.007
S  -2.090  0.735  -3.011  0.000
Si  1.366  3.879  -0.811  0.002
Si  3.656  1.681  -0.857  0.001
O  -1.700  3.890  2.541  0.000
O  -4.214  -1.952  -0.066  0.000
O  -1.091  2.705  0.729  -0.003
O  -0.147  -6.489  1.788  0.000
O  -2.204  -1.066  -0.489  -0.016
O  -0.984  0.890  -2.042  0.000
O  0.256  -2.990  -1.518  -0.001
O  1.196  -1.019  -1.124  0.006
N  1.059  1.662  2.044  -0.007
N  -0.076  -5.301  -0.116  0.000
N  -2.454  0.670  1.388  -0.009
N  -1.109  -1.828  2.026  0.004
C  3.536  -3.366  1.758  0.000
C  0.476  5.085  0.392  0.000
C  -5.996  0.796  -1.758  0.000
C  -5.919  1.648  -0.669  0.000
C  2.874  -4.054  -0.823  0.000
C  -1.673  2.888  1.828  -0.002
C  3.473  1.483  -2.758  0.000
C  -4.701  2.198  -0.310  0.000
C  -0.981  -1.855  3.348  0.000
C  -0.939  -2.963  1.356  -0.002
C  3.877  -4.748  -0.168  0.000
C  -1.049  -2.644  -4.877  0.000
C  0.391  3.561  -2.442  0.000
C  -1.809  -3.648  -4.302  0.000
C  4.201  -4.397  1.138  0.000
C  -4.465  0.679  3.270  0.000
C  -2.575  1.694  2.221  0.003
C  2.562  -2.608  1.089  -0.002
C  3.043  2.936  3.491  0.000
C  -2.931  -2.024  -2.920  0.000
C  5.262  2.776  -0.652  -0.001
C  2.736  5.116  -1.451  0.000
C  1.024  1.705  3.369  0.000
C  -0.682  -3.009  4.056  0.000
C  -3.243  -1.230  0.192  -0.001
C  -0.234  -5.410  1.208  0.000
C  1.983  2.323  4.148  0.000
C  -3.557  1.874  -1.018  0.002
C  -2.743  -3.334  -3.332  0.000
C  2.228  -2.980  -0.228  -0.003
C  4.293  -0.004  -0.221  0.000
C  2.063  2.282  1.381  -0.015
C  -0.450  -4.174  3.347  0.000
C  -1.211  -1.339  -4.456  0.000
C  -0.553  -4.157  1.958  0.001
C  -4.858  0.475  -2.479  0.000
C  -4.379  -0.347  2.342  0.000
C  -3.634  0.989  -2.082  0.000
C  2.023  2.248  -0.089  0.008
C  -3.349  -0.308  1.411  0.002
C  1.142  -2.271  -1.002  0.007
C  3.080  2.917  2.117  -0.001
C  -2.143  -1.033  -3.474  0.000
C  -3.568  1.733  3.196  0.001
H  2.659  0.795  -2.956  0.000
H  3.887  3.389  1.578  0.000
H  0.200  -6.146  -0.591  0.000
H  0.696  4.798  1.414  0.000
H  3.401  4.642  -2.166  0.000
H  3.830  3.418  4.060  0.000
H  3.341  5.485  -0.627  0.000
H  0.195  1.195  3.848  0.000
H  4.394  -5.563  -0.660  0.000
H  -0.674  3.727  -2.315  0.000
H  -0.596  -2.984  5.135  0.000
H  -3.653  -1.822  -2.145  0.000
H  0.788  6.120  0.256  0.000
H  5.814  2.486  0.239  0.000
H  4.253  -0.058  0.862  0.000
H  -6.810  1.885  -0.103  0.000
H  -6.950  0.374  -2.043  0.000
H  5.315  -0.213  -0.529  0.000
H  3.656  -0.789  -0.611  0.000
H  -1.116  -2.901  0.291  0.003
H  0.736  4.195  -3.256  0.000
H  3.252  2.418  -3.259  0.000
H  -3.615  2.583  3.863  0.000
H  -2.598  2.294  -0.740  -0.002
H  4.373  1.073  -3.210  0.000
H  -3.320  -4.113  -2.857  0.000
H  -1.117  -0.905  3.857  0.000
H  -0.314  -2.879  -5.632  0.000
H  -0.180  -5.100  3.836  0.000
H  5.026  3.831  -0.567  0.000
H  -1.667  -4.677  -4.606  0.000
H  3.757  -3.097  2.782  0.000
H  0.014  -4.412  -0.643  0.000
H  0.529  2.526  -2.740  0.000
H  2.595  -4.331  -1.833  0.000
H  4.977  -4.934  1.673  0.000
H  -4.927  -0.177  -3.337  0.000
H  -5.073  -1.175  2.323  0.000
H  -0.601  5.035  0.292  0.000
H  -5.245  0.675  4.021  0.000
H  1.911  2.316  5.227  0.000
H  -4.635  2.874  0.531  0.000
H  5.933  2.662  -1.500  0.000
H  2.290  5.982  -1.938  0.000
H  -0.603  -0.545  -4.866  0.000

Forces on atoms 1 to 3 (eV/Å):
Nd -0.4073 0.4406 1.0544
S -0.0546 0.6261 0.0986
S -1.1713 -0.8452 -0.4988

charge = -2
gap between HOMO and LUMO (spin up / spin down) = 5.89 / 5.90 eV
HOMO (spin up / spin down) = -1.9 / -1.9 eV
F_max = 1.59 eV Å⁻¹
LUMO energy (spin up / spin down) = 4.0 / 4.0 eV
⟨S²⟩ = 3.75
multiplicity = 4

- Which of these has the lowest F_max?
  C37H31AuN4O2P2

- Look up the F_max of the first one.
  0.99 eV Å⁻¹

- F_max of number 1 (C37H31AuN4O2P2)?
  0.99 eV Å⁻¹

- Look up the F_max of the second one.
  4.37 eV Å⁻¹